Formula: C8H12O2Si
Source: OMol25
Level of theory: ωB97M-V/def2-TZVPD

```
23
Properties=species:S:1:pos:R:3:forces:R:3
C 1.58552 -1.92643 -1.65453 8.44 -3.38 -3.39
C 1.98409 1.86513 -1.13157 0.13 0.02 -0.13
C 2.08306 -0.58799 2.19664 0.17 0.01 0.00
C 0.43732 -1.45967 -1.18739 -8.65 4.28 4.11
C 0.85485 1.62001 -0.48683 -0.09 -0.66 0.31
C 0.82260 -0.56805 1.79406 -0.36 0.21 -0.62
C -2.61665 -0.16355 0.09919 -0.69 -0.07 -0.04
C -3.65061 0.89018 0.41638 0.03 -0.23 0.00
O -1.39165 0.30528 0.28557 0.36 0.30 0.15
O -2.88090 -1.27136 -0.28553 0.26 -0.07 -0.03
Si 0.22518 -0.07068 0.07141 -0.06 -0.52 -0.42
H 1.63170 -2.74022 -2.36250 0.11 -0.04 -0.03
H 2.53646 -1.52138 -1.34378 0.18 -0.07 -0.04
H 2.27630 2.86433 -1.41820 0.05 0.16 -0.05
H 2.66414 1.07923 -1.41469 0.20 -0.19 -0.08
H 2.36750 -0.89104 3.19313 0.03 -0.08 0.15
H 2.89174 -0.29443 1.54675 0.22 0.12 -0.14
H -0.48402 -1.91949 -1.53223 -0.09 0.11 0.14
H 0.21690 2.46312 -0.24510 -0.11 0.06 0.08
H 0.05730 -0.87265 2.49972 -0.12 -0.08 0.04
H -4.63682 0.43985 0.45730 -0.02 -0.01 -0.02
H -3.40940 1.37081 1.36049 0.00 0.07 0.04
H -3.62516 1.64559 -0.36718 0.00 0.07 -0.02
```
Forces are in eV/Å.

Properties
Expectation value of S²: 2.006
2S+1: 3
Electronic energy, Ha: -751.84104
Charge: 0
HOMO-LUMO gap (alpha / beta), eV: 6.7 / 7.4
HOMO (alpha / beta), eV: -5.8 / -10.1

Electronic structure analysis, Löwdin charges in units of e: atom 1 (C): -0.074, atom 2 (C): -0.056, atom 3 (C): -0.059, atom 4 (C): -0.184, atom 5 (C): -0.185, atom 6 (C): -0.192, atom 7 (C): -0.579, atom 8 (C): 0.014, atom 9 (O): -0.089, atom 10 (O): 0.101, atom 11 (Si): 0.562, atom 12 (H): 0.060, atom 13 (H): 0.051, atom 14 (H): 0.050, atom 15 (H): 0.038, atom 16 (H): 0.050, atom 17 (H): 0.044, atom 18 (H): 0.070, atom 19 (H): 0.059, atom 20 (H): 0.059, atom 21 (H): 0.084, atom 22 (H): 0.085, atom 23 (H): 0.090